1.
Entry from OMol25: a molecular structure, C12H43N3O7 in a non-equilibrium geometry (wB97M-V/def2-TZVPD).

The calculation puts the energy above the lowest of the compared OMol25 structures with the same formula, charge and spin at 1502.0 kJ/mol. For the LUMO energy, the calculation gives -8.9 eV. As for the HOMO-LUMO gap: 5.3433 eV. The HOMO energy comes out at -0.524 Eh. The largest force on an atom comes out at 10.71 eV/Å. Its net charge is +2.

Element x y z (Å)
O -29.7872 -11.0207 -24.5657
H -30.1752 -11.0158 -25.4438
H -29.2405 -11.7901 -24.3903
H -29.3243 -10.1967 -24.3977
O -29.2183 -13.1428 -26.2115
H -28.8687 -13.1227 -25.3176
H -29.5038 -12.2725 -26.4989
H -28.5221 -13.4447 -26.7996
O -27.9872 -10.5264 -27.3893
H -27.5278 -10.4422 -26.5506
H -28.9160 -10.5050 -27.1475
H -27.8708 -11.4437 -27.6475
O -29.7894 -11.2683 -26.6607
H -30.6899 -10.9237 -26.8185
C -31.4776 -13.2603 -24.8368
C -32.4681 -12.6130 -25.7565
C -32.7924 -11.2379 -25.2547
O -33.3282 -10.5062 -26.3187
C -33.1789 -9.1500 -26.0989
N -31.8353 -12.5708 -27.1002
H -30.4675 -12.8540 -24.8895
H -31.5157 -14.2592 -25.2714
H -31.7059 -13.3629 -23.7760
H -33.4424 -13.1006 -25.7896
H -31.8571 -10.7981 -24.9084
H -33.4769 -11.3333 -24.4119
H -33.6379 -8.6789 -26.9681
H -32.1190 -8.8959 -26.1087
H -33.5993 -8.8936 -25.1264
H -30.8384 -12.4553 -26.9861
H -32.2169 -11.7230 -27.4949
C -30.0062 -12.1144 -29.8835
C -30.8055 -10.8420 -29.6011
C -32.2134 -11.2465 -29.1806
O -33.0294 -11.4546 -30.3764
C -34.3988 -11.7150 -30.1326
N -30.1931 -10.1888 -28.4513
H -29.0514 -11.8275 -30.3241
H -30.3435 -12.8569 -30.6066
H -29.8046 -12.6084 -28.9330
H -30.8807 -10.1714 -30.4571
H -32.6571 -10.3885 -28.6757
H -32.2772 -12.0602 -28.4582
H -35.0728 -11.5601 -30.9751
H -34.8359 -11.0361 -29.4003
H -34.5379 -12.6899 -29.6654
H -30.8633 -9.5253 -28.0900
H -29.9548 -10.8770 -27.7515
C -27.8579 -4.9673 -26.6158
C -28.1405 -6.3505 -25.7622
C -28.7090 -7.5616 -26.6764
O -30.1178 -7.2898 -26.8710
C -30.8738 -8.3904 -27.5126
N -26.8437 -6.6561 -25.1300
H -27.5448 -5.2157 -27.6299
H -26.9848 -4.5107 -26.1497
H -28.7267 -4.3132 -26.6883
H -28.7776 -5.9003 -25.0009
H -28.5775 -8.5792 -26.3086
H -28.1492 -7.4468 -27.6045
H -31.7789 -7.9822 -27.9625
H -31.1220 -9.0760 -26.7023
H -30.2293 -9.0419 -28.1028
H -26.0326 -6.7273 -25.7276
H -26.8047 -7.5590 -24.6790


2.
Entry from OMol25: 10 unconnected molecules or ions with the total composition C12H44O16 in a non-equilibrium geometry (wB97M-V/def2-TZVPD).

As for the SMILES: OCCO.OCCO.OCCO.OCCO.OCCO.OCCO.O.O.O.O. The calculation puts the energy above the lowest of the compared OMol25 structures with the same formula, charge and spin at 222.0 kJ/mol. For the LUMO energy, the calculation gives -0.1 eV. As for the HOMO-LUMO gap: 9.6533 eV. The HOMO energy comes out at -0.357 Eh. The largest force on an atom comes out at 2.05 eV/Å.

Element x y z (Å)
O 0.2261 -2.9163 1.8361
C -0.8977 -3.5036 2.4507
C -0.6346 -5.0305 2.8370
O -0.5955 -5.8531 1.6932
H 0.2986 -2.0255 2.1866
H -1.1498 -2.8943 3.3187
H -1.6648 -3.3431 1.6931
H -1.4250 -5.3872 3.4974
H 0.3290 -5.1952 3.3192
H 0.3071 -5.8385 1.3665
O -3.1701 2.0865 -3.1312
C -3.5389 0.6690 -3.0530
C -2.3476 -0.2479 -2.6918
O -1.7925 -0.8086 -3.8437
H -3.7853 2.5470 -3.7065
H -4.4160 0.5186 -2.4236
H -3.9139 0.4724 -4.0574
H -2.7315 -0.9785 -1.9798
H -1.6519 0.2981 -2.0547
H -0.9226 -1.1697 -3.6581
O 1.9618 1.7405 1.2035
C 3.3503 1.9120 0.9000
C 4.1001 0.6064 1.0228
O 4.4706 0.3041 2.3717
H 1.9015 2.2275 2.0286
H 3.4589 2.4650 -0.0330
H 3.6851 2.5679 1.7037
H 5.0275 0.6061 0.4500
H 3.4393 -0.1888 0.6775
H 5.0164 -0.4841 2.3215
O 0.9041 -1.6790 -3.6349
C 1.4858 -2.6469 -2.7564
C 1.2393 -2.3543 -1.2578
O 1.4381 -3.5294 -0.5496
H 1.1123 -1.8462 -4.5571
H 0.9643 -3.5841 -2.9511
H 2.5435 -2.7991 -2.9712
H 0.2246 -1.9696 -1.1549
H 1.9687 -1.6360 -0.8837
H 0.9022 -3.4901 0.2459
O -3.3934 3.7999 4.3185
C -2.1675 3.3790 3.6287
C -2.1923 1.8685 3.4060
O -3.1132 1.5793 2.3851
H -4.1536 3.4058 3.8846
H -2.0206 3.9761 2.7288
H -1.3580 3.7196 4.2743
H -2.4266 1.3438 4.3323
H -1.2020 1.6022 3.0366
H -2.8853 0.6825 2.1292
O 3.4179 2.6347 -2.6488
C 2.2116 2.0495 -2.2637
C 1.3442 1.8395 -3.5072
O 0.8710 3.0637 -4.0119
H 3.9630 3.0057 -1.9510
H 2.2941 1.0524 -1.8312
H 1.8197 2.7486 -1.5250
H 0.4114 1.3041 -3.3301
H 1.7845 1.4534 -4.4265
H 1.6635 3.5395 -4.2712
O -2.5474 -0.8001 1.2504
H -3.3394 -0.8127 0.7130
H -2.2109 -1.6950 1.2028
O 0.8070 -0.4338 2.6257
H 1.5765 -0.1136 2.1550
H 0.9090 -0.0911 3.5136
O -0.1244 0.3952 -0.0825
H -0.4986 0.0457 0.7262
H 0.5610 0.9959 0.2102
O -1.9134 2.5759 -0.5605
H -1.4908 1.7232 -0.4569
H -2.3151 2.5408 -1.4286


3.
Entry from OMol25: 11 unconnected molecules or ions with the total composition C12H45F6NO10P in a non-equilibrium geometry (wB97M-V/def2-TZVPD).

The calculation puts the energy above the lowest of the compared OMol25 structures with the same formula, charge and spin at 149.3 kJ/mol. For the LUMO energy, the calculation gives 2.5 eV. As for the HOMO-LUMO gap: 9.3881 eV. The HOMO energy comes out at -0.253 Eh. The largest force on an atom comes out at 3.91 eV/Å. Its net charge is -1.

Element x y z (Å)
P -0.2135 0.3799 -0.7439
F 0.0200 1.2503 0.5486
F -1.8331 0.1307 -0.6655
F -0.4540 1.7227 -1.5898
F -0.1837 -0.6079 -2.0537
F 1.3655 0.5795 -1.0484
F 0.1336 -0.8491 0.1915
C -2.9650 2.5974 -3.3525
C -2.2235 1.8477 -4.4576
O -3.1274 0.8952 -5.0118
H -3.1220 1.8736 -2.5528
H -3.9441 2.8326 -3.7697
H -2.2742 3.3869 -3.0566
H -1.2943 1.5082 -3.9999
H -1.9268 2.5658 -5.2221
H -3.4577 0.2243 -4.4098
C -2.5865 -2.8094 0.2193
C -2.1040 -3.3115 -1.1710
O -2.4416 -2.3540 -2.1830
H -2.4580 -1.7450 0.4161
H -2.0420 -3.2625 1.0478
H -3.6120 -3.1354 0.3933
H -2.4210 -4.3371 -1.3599
H -1.0177 -3.3941 -1.2082
H -1.9435 -1.5476 -2.0305
C -3.5081 3.7991 1.5077
C -3.8829 3.1269 0.1896
O -3.6894 1.7587 0.2609
H -3.9073 4.8131 1.5289
H -2.4366 3.8950 1.6834
H -3.9132 3.2401 2.3513
H -3.2735 3.5357 -0.6163
H -4.9250 3.3021 -0.0778
H -2.9372 1.4467 -0.2475
C -1.4315 1.5935 3.7178
C -1.6239 0.1870 4.3097
O -2.9506 -0.1366 4.1555
H -1.8872 2.3388 4.3696
H -1.9692 1.6809 2.7737
H -0.4579 1.9673 3.4007
H -1.5122 0.3028 5.3877
H -0.9447 -0.5482 3.8780
H -2.9503 -0.5695 3.2987
C 2.7907 -0.6001 1.6590
C 4.1237 -1.2824 2.0048
C 4.0991 -2.8217 2.2565
O 3.0649 -3.1050 3.2067
C 2.6083 -4.3561 3.2242
N 5.1117 -0.9442 0.9504
H 2.8671 0.4333 1.3207
H 2.0762 -0.7957 2.4585
H 2.4404 -1.1279 0.7720
H 4.3925 -0.6435 2.8460
H 5.1149 -3.1343 2.4983
H 3.9908 -3.3305 1.2987
H 2.4209 -4.6410 2.1889
H 1.5991 -4.5043 3.6086
H 3.3538 -4.9456 3.7579
H 4.8640 -0.0364 0.5835
H 4.8594 -1.4987 0.1447
O 4.4383 0.4715 -1.7514
H 3.6630 0.0699 -2.1438
H 5.1633 0.1880 -2.3083
O 1.8946 2.5060 -2.9656
H 1.1790 2.0261 -2.5486
H 2.5449 2.6177 -2.2722
O 1.4038 -3.0996 -2.1069
H 0.9945 -2.3795 -1.6271
H 2.1064 -2.6855 -2.6079
O 2.5482 -1.0292 -3.7272
H 2.2452 -1.2532 -4.6070
H 1.8740 -0.4432 -3.3831
O 1.3557 3.6826 1.0389
H 2.2001 3.6436 0.5898
H 0.9388 2.8443 0.8395